Below is a structure of composition H4InO6P in a non-equilibrium geometry, with properties calculated with ωB97M-V with the def2-TZVPD basis set.

```
12
Properties=species:S:1:pos:R:3:forces:R:3
In -15.492810 -8.266860 18.322740 0.3 -0.1 -0.9
P -14.613970 -8.619760 14.877250 -0.3 0.3 1.1
O -13.765040 -8.677970 16.178070 0.3 0.0 -0.1
O -14.563630 -10.080650 14.379460 0.0 1.6 0.1
O -14.101220 -7.408540 14.085750 -0.6 -1.6 0.5
O -16.052830 -8.355990 15.394990 0.4 -0.1 -0.6
O -13.575030 -6.716000 19.900330 -0.3 -0.1 -0.1
H -12.949380 -6.064130 19.584330 0.2 0.2 -0.2
H -13.083970 -7.228330 20.542670 0.1 -0.2 0.2
O -16.666740 -6.387240 20.278540 0.0 -0.2 -0.2
H -16.972360 -6.442070 21.183980 -0.1 -0.1 0.3
H -16.951300 -5.523070 19.981110 -0.1 0.3 -0.1
```
Positions in Å, forces in eV/Å.

Computed properties:
* HOMO-LUMO gap: 5.9 eV
* highest occupied orbital energy: -9.8 eV
* ΔE to the lowest compared entry with this formula, charge and spin: 12.22 kcal per mole

Charges computed using natural (NBO), reported in e: number 1, In, carries 0.937; number 2, P, carries 2.389; number 3, O, carries -0.881; number 4, O, carries -0.750; number 5, O, carries -0.818; number 6, O, carries -0.895; number 7, O, carries -0.958; number 8, H, carries 0.488; number 9, H, carries 0.482; number 10, O, carries -0.959; number 11, H, carries 0.484; number 12, H, carries 0.483

***

Below is an isolated molecule of C2H6O in a non-equilibrium geometry, with properties calculated with ωB97M-V with the def2-TZVPD basis set.

```
9
Properties=species:S:1:pos:R:3:forces:R:3
C 0.658058 -0.513553 -0.761365 1.3 -2.1 -1.4
O 0.479165 0.594982 -0.000718 -0.7 1.7 -0.6
C -0.668273 0.627685 0.785738 -0.6 -1.7 1.4
H 1.057706 -1.445333 -0.223757 -0.4 1.2 -0.2
H 1.469986 -0.156550 -1.437450 -0.7 -1.0 -0.1
H -0.261652 -0.893777 -1.309072 0.8 0.8 0.4
H -1.592684 -0.138079 0.278109 2.6 2.3 1.8
H -1.037012 1.725081 0.907457 0.6 -2.1 -0.1
H -0.105293 0.199545 1.761059 -2.9 0.8 -1.1
```
Positions in Å, forces in eV/Å.

Computed properties:
* HOMO-LUMO gap: 10.6 eV
* highest occupied orbital energy: -9.5 eV
* ΔE to the lowest compared entry with this formula, charge and spin: 43.36 kcal per mole
* structure (SMILES): COC

Charges computed using natural (NBO), reported in e: number 1, C, carries -0.247; number 2, O, carries -0.559; number 3, C, carries -0.266; number 4, H, carries 0.153; number 5, H, carries 0.197; number 6, H, carries 0.164; number 7, H, carries 0.166; number 8, H, carries 0.202; number 9, H, carries 0.191

***

Below is a cluster of 2 separate species, C3H6Cl4Si in total in a non-equilibrium geometry, with properties calculated with ωB97M-V with the def2-TZVPD basis set.

```
14
Properties=species:S:1:pos:R:3:forces:R:3
C 1.535576 1.507596 0.354317 0.7 0.7 0.5
C -0.306177 -0.280458 -0.638614 -1.0 -0.8 -0.1
C 0.446864 -1.523737 -0.428214 0.3 -0.3 -0.3
Si -1.785517 0.183569 0.382309 0.8 -0.2 -0.2
Cl 0.681954 -1.886273 1.296755 -0.1 -0.1 0.3
Cl 2.055915 -1.486472 -1.237465 -0.1 0.0 0.0
Cl -3.215570 -1.234501 0.152754 -0.3 -0.4 0.0
Cl -2.444319 1.931412 -0.380608 -0.2 0.5 -0.2
H 0.837249 2.309636 0.464465 -0.3 0.2 0.0
H 1.786566 0.915084 1.209599 0.0 -0.3 0.2
H 2.156876 1.462718 -0.513517 0.1 -0.1 -0.3
H -0.158841 0.164269 -1.611552 0.0 0.2 0.0
H -0.061134 -2.399067 -0.852415 0.1 0.2 0.1
H -1.529445 0.336220 1.802189 0.1 0.1 0.2
```
Positions in Å, forces in eV/Å.

Computed properties:
* spin multiplicity: 3
* HOMO-LUMO gap (spin up / spin down): 8.6 / 9.2 eV
* highest occupied orbital energy (spin up / spin down): -8.0 / -11.1 eV
* ΔE to the lowest compared entry with this formula, charge and spin: 0.00 kcal per mole
* expectation value of S²: 2.0067

Charges computed using natural (NBO), reported in e: number 1, C, carries -0.506; number 2, C, carries -0.519; number 3, C, carries -0.282; number 4, Si, carries 1.251; number 5, Cl, carries -0.020; number 6, Cl, carries -0.036; number 7, Cl, carries -0.355; number 8, Cl, carries -0.354; number 9, H, carries 0.164; number 10, H, carries 0.171; number 11, H, carries 0.171; number 12, H, carries 0.230; number 13, H, carries 0.250; number 14, H, carries -0.164